One molecule with the formula C4H8N4O2 at a distorted geometry. Source: the OMol25 dataset; level of theory: ωB97M-V/def2-TZVPD.

The LUMO energy is 0.000 Eh. The value obtained for the total energy is -14326.66202 eV. The frontier orbital gap comes out at 8.82 eV. Its energy above the lowest of the compared OMol25 structures with the same formula, charge and spin is 148.50 kcal/mol.

```
! wB97M-V def2-TZVPD RIJCOSX def2/J DEFGRID3
* xyz 0 1
C -1.12763 -0.20812 0.19503
C 0.57539 -1.85464 0.59212
C 1.36378 -1.18051 -0.52202
C -1.89807 2.02296 -0.53117
N -1.72116 0.79079 0.18779
N -0.82304 -1.39958 0.66396
N 0.95341 0.22017 -0.72406
N 1.41791 0.96999 0.21897
O 2.27689 0.49035 1.01355
O 1.00880 2.16953 0.20982
H 0.58762 -2.88857 0.29861
H 1.05350 -1.47782 1.55376
H 2.46551 -1.11218 -0.14269
H 1.36847 -1.62490 -1.43410
H -0.82002 2.30062 -0.77145
H -2.43319 2.82095 0.04952
H -2.67122 1.96780 -1.35254
H -1.57697 -2.00684 0.49491
*
```

---

One molecule with the formula C4H8N4O2 at a distorted geometry. Source: the OMol25 dataset; level of theory: ωB97M-V/def2-TZVPD.

The LUMO energy (alpha / beta) is 0.030 / -0.111 Eh. The value obtained for the total energy is -14327.05148 eV. The frontier orbital gap (alpha / beta) comes out at 7.30 / 7.00 eV. Its energy above the lowest of the compared OMol25 structures with the same formula, charge and spin is 0.00 kcal/mol.

```
! wB97M-V def2-TZVPD RIJCOSX def2/J DEFGRID3
* xyz 0 3
C 0.96548 0.17910 -1.98264
C 1.19965 -2.50517 -1.72806
C -1.18252 0.88810 0.80274
C -0.27127 1.95563 1.50179
N 0.22956 1.05910 -1.25247
N -0.15694 -1.02717 -0.28572
N 0.63163 -1.17600 -1.40027
N -0.44383 0.21387 -0.18888
O 1.71103 0.28462 -2.91619
O -0.42791 3.23154 1.03161
H 1.02966 -2.63426 -2.81691
H 2.25244 -2.52715 -1.50466
H 0.59952 -3.32309 -1.16997
H -1.76001 0.18783 1.51458
H -2.00853 1.59628 0.36737
H 0.76424 1.60029 1.53947
H -0.63091 1.98268 2.59437
H -0.33280 3.10231 0.02508
*
```

---

An isolated ion of composition C4H8N5OS and charge +1 at a distorted geometry. Source: the OMol25 dataset; level of theory: ωB97M-V/def2-TZVPD.

The LUMO energy is -0.179 Eh. The value obtained for the total energy is -24599.78797 eV. The frontier orbital gap comes out at 8.79 eV. Its energy above the lowest of the compared OMol25 structures with the same formula, charge and spin is 51.55 kcal/mol.

```
! wB97M-V def2-TZVPD RIJCOSX def2/J DEFGRID3
* xyz 1 1
C 3.20030 -0.35168 -0.48842
C -0.18330 1.48236 -0.11861
C -1.70386 -1.02768 1.12087
C -0.67576 0.20958 -0.83145
N 1.40028 -2.07496 0.02874
N 0.25649 -1.75092 0.22800
N 2.33044 -1.07440 -1.00658
N -1.15490 2.36646 0.19006
N -0.64564 -0.85615 0.15981
O 0.95192 1.52218 0.27562
S 4.28918 0.43869 0.29906
H -1.53398 -1.99539 1.73229
H -1.71759 -0.29133 1.99123
H -2.55910 -0.94768 0.54146
H -0.21250 -0.14992 -1.65915
H -1.68070 0.39754 -1.05752
H 2.40429 -1.48467 -1.90423
H -1.90657 2.43368 -0.32325
H -0.85901 3.15431 0.82206
*
```

---

A 2-piece molecular cluster, C4H8NO overall at a distorted geometry. Source: the OMol25 dataset; level of theory: ωB97M-V/def2-TZVPD.

The LUMO energy (alpha / beta) is -0.266 / -0.217 Eh. The value obtained for the total energy is -7802.67500 eV. The frontier orbital gap (alpha / beta) comes out at 7.16 / 8.95 eV. Its energy above the lowest of the compared OMol25 structures with the same formula, charge and spin is 125.17 kcal/mol.

```
! wB97M-V def2-TZVPD RIJCOSX def2/J DEFGRID3
* xyz 1 1
C 1.54361 2.31607 1.95421
C 0.68921 -0.45677 0.97185
C 0.09176 -0.68307 -0.23963
C -1.74061 -1.21287 -1.58159
N 1.40806 1.14921 2.31637
O -1.20130 -0.60301 -0.39657
H 1.85337 2.92630 2.92325
H 1.29467 2.63270 0.98702
H -0.02545 -0.53995 1.68137
H 1.63075 -0.71461 1.03810
H 0.72064 -0.90626 -1.03488
H -1.75553 -0.55311 -2.39089
H -2.77323 -1.35914 -1.37558
H -1.22385 -2.09392 -1.95555
*
```

---

An isolated ion of composition C4H8NO and charge +1 at a distorted geometry. Source: the OMol25 dataset; level of theory: ωB97M-V/def2-TZVPD.

The LUMO energy is -0.199 Eh. The value obtained for the total energy is -7804.68057 eV. The frontier orbital gap comes out at 9.41 eV. Its energy above the lowest of the compared OMol25 structures with the same formula, charge and spin is 78.92 kcal/mol. As for the SMILES: C=C/C=[N+](/C)O.

```
! wB97M-V def2-TZVPD RIJCOSX def2/J DEFGRID3
* xyz 1 1
C 1.71461 -0.49078 0.09540
C 2.66188 0.50873 0.01666
C 0.26406 -0.78980 -0.09511
C -2.18312 -0.10388 0.01281
N -0.65191 0.14535 0.01028
O -0.28210 1.43600 0.04607
H -0.40168 1.81483 0.94503
H 2.17084 -1.40791 0.39028
H 3.66242 0.27144 0.30022
H 2.47272 1.40995 -0.36674
H -0.14999 -1.66876 -0.39356
H -2.47603 -1.11304 0.36657
H -2.47876 -0.27814 -1.08233
H -2.58262 0.70957 0.51592
*
```

---

An isolated ion of composition C4H8NO and charge +1 at a distorted geometry. Source: the OMol25 dataset; level of theory: ωB97M-V/def2-TZVPD.

The LUMO energy (alpha / beta) is -0.127 / -0.344 Eh. The value obtained for the total energy is -7801.68568 eV. The frontier orbital gap (alpha / beta) comes out at 8.58 / 6.26 eV. Its energy above the lowest of the compared OMol25 structures with the same formula, charge and spin is 46.85 kcal/mol.

```
! wB97M-V def2-TZVPD RIJCOSX def2/J DEFGRID3
* xyz 1 3
C -0.95648 -0.26531 -0.34904
C 0.82407 1.62971 -0.58980
C 0.54099 0.25350 -0.13212
C 1.56924 -0.69587 0.37029
N -1.92664 0.60088 0.25580
O 0.44902 1.56850 0.61364
H -1.33910 -0.35644 -1.40186
H -0.92349 -1.19829 0.07650
H 0.62351 2.35687 -1.38480
H 1.69330 -1.47142 -0.47002
H 1.11444 -1.22893 1.30834
H 2.65925 -0.27196 0.49468
H -1.95209 1.48543 -0.21195
H -1.79012 0.67725 1.20846
*
```